Density functional theory data (ωB97M-V with the def2-TZVPD basis set) for C40H42AsCl5MnN4PS2 as an isolated structure at a distorted geometry.

```
96
Properties=species:S:1:pos:R:3:forces:R:3:lowdin_charge:R:1
Mn -0.991803 -1.767461 0.445519 0.496 0.832 0.471 0.107
Cl 3.422815 -0.265830 2.201115 0.038 -0.106 0.035 -0.089
C 2.012505 -2.943733 0.652491 -0.287 -0.167 0.287 -0.298
C 0.552192 -2.980366 0.457892 -0.163 0.171 -0.645 -0.183
C -0.026851 -4.137354 -0.004116 -0.285 0.203 0.200 -0.606
Cl -1.770629 -3.919266 -0.194977 -0.191 -1.016 -0.204 0.778
C 0.641401 -5.300815 -0.270518 0.395 0.075 0.070 -0.658
Cl -0.162267 -6.617685 -0.924021 -0.121 -0.327 -0.121 0.833
C 2.046267 -5.361894 0.035018 0.011 -0.220 -0.039 -0.680
Cl 2.877820 -6.848953 -0.175241 -0.089 0.060 0.008 0.733
C 2.676272 -4.258163 0.519415 0.104 -0.006 0.026 -0.632
Cl 4.283726 -4.323009 1.025400 0.219 0.023 0.003 0.852
S -5.057069 -3.576451 0.623395 -0.099 0.085 0.154 0.595
C -5.371561 -2.468021 1.855628 -0.013 0.012 -0.079 -0.896
N -4.574307 -2.192193 2.896390 -0.099 0.171 0.261 0.016
C -5.082963 -1.108570 3.744610 0.060 -0.160 -0.226 -0.119
C -6.499655 -0.893051 3.179858 -0.010 -0.202 -0.153 -0.114
N -6.473804 -1.712146 1.962847 -0.017 0.197 0.172 0.027
H -3.615602 -2.480694 2.907011 0.107 -0.129 -0.054 0.118
H -4.464670 -0.216930 3.647435 0.030 0.035 -0.037 0.114
H -5.100754 -1.411106 4.787158 0.014 -0.003 0.082 0.117
H -6.696069 0.148574 2.941975 -0.002 0.059 -0.013 0.117
H -7.267227 -1.242005 3.869916 -0.013 -0.048 -0.005 0.120
H -7.282105 -1.887755 1.395607 -0.014 -0.054 -0.081 0.137
C -1.745185 0.075642 -4.122817 0.006 0.009 0.071 -0.058
C -1.257017 -1.079031 -3.258229 -0.109 0.015 -0.040 -0.201
N -1.630479 -0.904510 -1.842269 0.252 -0.365 -0.177 -0.008
C -2.843766 -1.064987 -1.251671 -0.178 0.349 0.168 -0.793
S -2.911554 -0.453188 0.365470 -0.218 0.006 0.118 0.717
N -3.881866 -1.688072 -1.758729 -0.258 -0.389 0.023 0.025
C -4.079188 -2.369762 -3.054877 -0.047 0.035 0.077 -0.218
C -5.536107 -2.787175 -3.181463 0.050 0.022 0.058 -0.072
H -1.488372 -0.107017 -5.167681 0.000 0.025 0.057 0.090
H -1.278557 1.013667 -3.813409 -0.004 -0.036 -0.027 0.074
H -2.827899 0.197886 -4.049772 0.043 0.013 -0.025 0.072
H -0.170467 -1.129991 -3.281972 0.076 -0.039 0.077 0.120
H -1.632326 -2.032390 -3.612908 0.016 -0.073 0.016 0.100
H -1.089421 -0.194152 -1.375272 0.079 0.372 0.035 0.079
H -4.567959 -1.968571 -1.033594 0.267 0.194 -0.303 0.027
H -3.433507 -3.247965 -3.114272 0.038 0.000 0.034 0.115
H -3.823025 -1.695873 -3.868625 0.064 0.048 0.032 0.100
H -5.801334 -3.519135 -2.417462 -0.012 0.044 -0.015 0.058
H -5.701496 -3.234299 -4.161766 0.000 0.016 0.053 0.086
H -6.194242 -1.922040 -3.080167 0.022 -0.048 -0.026 0.088
C 0.394521 1.581929 0.837032 -0.095 -0.286 -0.074 -0.388
C 1.606533 2.485836 1.057695 0.188 -0.008 0.031 -0.453
As 1.339960 4.274022 0.248770 -0.143 0.123 0.162 1.306
C 1.757056 3.792809 -1.602949 0.161 0.074 -0.049 -0.435
C 3.012914 3.344225 -2.019306 -0.080 0.107 -0.092 -0.132
C 3.257477 3.082308 -3.361168 -0.049 0.203 0.046 -0.106
C 2.241121 3.233801 -4.299417 -0.007 0.002 0.029 -0.083
C 0.980549 3.645573 -3.890341 0.000 -0.070 -0.037 -0.091
C 0.746248 3.936126 -2.549939 0.024 -0.022 0.026 -0.135
C 3.051421 5.035372 0.821786 0.114 0.022 -0.049 -0.411
C 3.482633 4.873718 2.137697 0.027 -0.028 -0.062 -0.117
C 4.703608 5.389755 2.554202 -0.051 0.014 -0.001 -0.079
C 5.506945 6.085654 1.662793 -0.038 0.027 -0.008 -0.084
C 5.068132 6.290595 0.361586 -0.038 0.034 0.009 -0.081
C 3.840584 5.786718 -0.049231 -0.008 -0.079 0.055 -0.126
P 0.604943 -0.247139 1.000256 -0.089 0.927 -0.349 0.992
C 0.492398 -0.573423 2.790369 0.169 -0.321 -0.056 -0.400
C 0.705598 0.398208 3.764318 0.059 0.081 0.100 -0.113
C 0.530619 0.093684 5.102084 -0.097 -0.077 0.020 -0.049
C 0.121979 -1.179655 5.495680 0.051 0.136 -0.047 -0.063
C -0.163515 -2.131567 4.533059 -0.086 -0.075 0.030 -0.068
C 0.009121 -1.819356 3.189390 -0.128 0.275 0.087 -0.124
C 1.889037 -0.622905 -0.257808 0.115 -0.218 0.250 -0.357
C 2.167595 0.312476 -1.243183 0.018 0.097 -0.144 -0.079
C 3.007025 -0.004082 -2.310082 0.007 -0.109 -0.054 -0.045
C 3.571949 -1.261113 -2.410081 -0.008 0.047 0.081 -0.044
C 3.274399 -2.219082 -1.445996 -0.112 -0.133 0.023 -0.016
C 2.436059 -1.904279 -0.391683 0.041 0.034 -0.136 -0.224
H 0.007800 1.729687 -0.175720 -0.179 0.029 0.001 0.055
H -0.415894 1.829948 1.522366 -0.120 0.083 -0.054 0.084
H 2.525464 2.050305 0.676704 0.094 -0.073 0.010 0.039
H 1.794982 2.664620 2.110866 -0.053 -0.111 0.106 0.029
H 3.802366 3.197353 -1.292146 0.049 0.060 0.019 0.119
H 4.245329 2.764934 -3.675325 -0.027 0.016 0.004 0.114
H 2.435325 3.036139 -5.347046 -0.008 0.006 0.038 0.107
H 0.184240 3.757209 -4.617526 0.038 0.040 0.028 0.102
H -0.227675 4.293777 -2.235327 -0.018 0.023 -0.027 0.088
H 2.872553 4.340042 2.855842 0.029 -0.038 0.005 0.090
H 5.027604 5.241548 3.577401 -0.020 0.003 -0.045 0.106
H 6.461466 6.483095 1.985890 -0.029 -0.042 -0.026 0.105
H 5.684833 6.842094 -0.339189 -0.065 0.004 0.048 0.105
H 3.502175 5.976484 -1.059329 0.031 -0.054 -0.080 0.098
H 1.024143 1.393063 3.493728 0.139 -0.083 -0.051 0.087
H 0.732182 0.853714 5.846318 -0.017 -0.036 -0.007 0.115
H 0.022325 -1.419393 6.546889 -0.004 0.012 -0.040 0.111
H -0.500538 -3.120104 4.824103 -0.003 0.055 -0.039 0.110
H -0.221625 -2.582597 2.450642 0.048 -0.215 -0.011 0.071
H 1.768151 1.317170 -1.202950 0.034 -0.183 -0.005 0.067
H 3.215645 0.755209 -3.054458 -0.042 -0.194 0.121 0.083
H 4.243829 -1.502054 -3.224708 -0.047 -0.003 0.035 0.114
H 3.702621 -3.212225 -1.524627 -0.007 0.087 -0.019 0.108
H 2.293913 -2.494427 1.633769 0.078 0.153 -0.118 0.103
```
Forces are in eV/Å.

Calculated values
HOMO energy (alpha / beta) ... -0.3619 / -0.3620 Eh
LUMO (alpha / beta) ... -4.66 / -4.70 eV
Energy relative to the best compared isomer or geometry (same formula, charge and spin) ... 3.973 eV
Largest force on an atom ... 1.077 eV/A
Charge ... +1
DFT total energy ... -233843.966 eV
Multiplicity ... 2
Kohn-Sham gap (alpha / beta) ... 5.189 / 5.151 eV

---

Density functional theory data (ωB97M-V with the def2-TZVPD basis set) for C40H42BF2InN7O3S as an isolated structure at a distorted geometry.

```
97
Properties=species:S:1:pos:R:3:forces:R:3:lowdin_charge:R:1
In 3.482737 -27.157186 -7.509678 0.247 0.452 -0.002 0.892
C 2.600852 -28.909977 -11.839136 0.106 0.699 -0.220 0.002
C 3.118671 -27.932135 -10.803044 -0.575 0.397 -0.724 -0.346
O 2.617393 -27.928669 -9.675082 0.522 -0.140 -0.333 -0.135
C 4.118483 -26.941451 -11.306477 -1.148 -1.261 -0.213 -0.109
C 4.143064 -26.647977 -12.699094 0.418 0.524 0.829 -0.020
C 5.019249 -25.682080 -13.140657 -0.571 -0.508 0.345 -0.087
C 5.913611 -25.094257 -12.245774 1.837 1.157 -0.548 -0.081
C 6.024558 -25.485211 -10.938792 -0.790 -0.108 0.335 -0.015
C 5.035162 -26.381963 -10.425040 1.561 0.643 1.304 -0.344
O 5.118030 -26.685878 -9.134428 -0.423 -0.396 -0.564 -0.343
H 2.075546 -29.747896 -11.430573 0.016 -0.489 0.508 0.084
H 3.418841 -29.180634 -12.488308 0.180 -0.511 -0.134 0.084
H 1.879041 -28.419788 -12.497141 -0.029 0.263 0.120 0.099
H 3.455694 -27.119478 -13.397048 0.153 0.113 0.236 0.112
H 4.993620 -25.414302 -14.166344 0.155 0.370 -0.713 0.095
H 6.642746 -24.314672 -12.613975 -0.938 -0.958 0.276 0.129
H 6.789016 -25.073909 -10.253052 -0.622 -0.175 -0.521 0.116
C 3.917999 -12.904166 -5.689973 0.442 0.253 1.405 -0.100
O 2.907655 -13.604642 -6.348802 -0.836 -1.316 -0.177 -0.082
C 3.103263 -14.947695 -6.518661 0.214 -0.598 -0.396 -0.252
C 2.031422 -15.710992 -7.065197 0.668 0.050 -0.156 0.014
C 2.173759 -17.068406 -7.391141 0.155 0.579 1.307 -0.002
C 3.374749 -17.731681 -6.998709 -1.188 -0.436 -0.964 -0.149
C 4.408237 -16.984803 -6.458112 -0.466 0.512 -0.201 -0.047
C 4.313977 -15.606359 -6.240378 -0.314 -0.048 0.043 -0.015
C 3.451904 -19.218693 -7.186065 1.294 2.091 1.241 -0.266
N 2.883056 -19.935744 -8.088203 -0.974 -0.245 -0.850 0.192
C 3.223189 -21.223727 -7.804242 -0.664 -1.082 -0.878 -0.159
C 4.027705 -21.274369 -6.701135 0.284 0.521 0.056 -0.155
N 4.208985 -19.971669 -6.313049 -0.328 -0.137 -0.202 0.189
C 4.585726 -22.460080 -6.192045 1.026 -0.248 1.235 -0.085
C 5.429894 -22.592574 -5.053170 0.570 1.549 1.330 0.015
C 6.008516 -23.793486 -4.737506 -0.549 0.350 -0.624 -0.050
C 5.754392 -24.841789 -5.606007 0.400 -1.339 0.012 -0.175
N 4.938473 -24.798103 -6.631269 -0.665 0.619 0.021 0.080
C 4.303516 -23.620422 -6.885962 -0.762 -1.805 -1.243 -0.116
C 3.263068 -23.652906 -7.977689 1.138 1.212 1.032 -0.145
N 2.833867 -24.821451 -8.428164 0.408 -1.293 -0.073 0.040
C 1.989728 -24.883717 -9.430017 -0.456 0.426 0.531 -0.112
C 1.419573 -23.737957 -10.020334 0.596 -1.206 -0.044 -0.023
C 1.823201 -22.518433 -9.569590 1.077 0.883 0.863 0.031
C 2.778645 -22.447581 -8.485173 -0.768 0.601 -0.390 -0.032
H 3.503559 -11.951229 -5.343431 -0.108 -0.269 -0.132 0.095
H 4.701992 -12.662707 -6.402436 0.512 -0.196 0.192 0.097
H 4.270251 -13.467917 -4.766286 -0.144 0.707 -1.203 0.114
H 1.107576 -15.171113 -7.239740 0.004 -0.155 -0.133 0.117
H 1.297656 -17.625657 -7.770953 0.817 0.315 0.122 0.123
H 5.356996 -17.426164 -6.251682 0.503 -0.448 0.180 0.100
H 5.202127 -15.111180 -5.840213 -0.491 0.006 -0.230 0.108
H 4.840658 -19.632094 -5.604859 -0.285 0.037 -0.013 0.156
H 5.690197 -21.751544 -4.318221 -0.748 -0.908 -1.506 0.144
H 6.617012 -23.956560 -3.871702 0.230 0.146 0.271 0.109
H 6.228461 -25.810120 -5.412774 -0.116 0.232 -0.106 0.098
H 1.718147 -25.895289 -9.687299 -0.295 0.076 -0.409 0.093
H 0.746985 -23.946892 -10.836461 -0.197 0.569 -0.130 0.112
H 1.501888 -21.592119 -10.037917 -0.136 -0.108 0.231 0.122
N 8.092349 -28.544320 -5.982279 0.300 0.481 0.520 0.069
C 9.093724 -28.967193 -6.928267 1.747 -1.678 -0.334 -0.384
C 8.619413 -30.076429 -7.878525 -0.982 0.347 -0.531 -0.102
C 7.469593 -29.680599 -8.873417 1.834 0.097 1.142 -0.368
N 6.305356 -29.286082 -8.125738 -0.344 -0.708 0.406 0.051
C 7.963494 -28.480761 -9.673763 -1.088 0.370 1.488 -0.074
C 8.498248 -27.310931 -8.753757 0.705 -0.050 -1.523 -0.244
N 7.450815 -26.638798 -7.929418 -0.085 -0.826 1.116 0.171
C 9.567678 -27.837807 -7.788924 0.921 2.159 0.170 -0.133
H 7.259174 -29.033473 -6.208495 -0.989 -0.410 0.329 0.052
H 7.395800 -27.180119 -7.010050 0.121 0.515 -0.657 0.108
H 8.389208 -28.737163 -5.037388 -0.245 0.021 0.210 0.070
H 10.016210 -29.415080 -6.401587 -1.312 0.804 -0.510 0.171
H 8.283055 -30.926790 -7.326824 -0.202 -0.706 0.627 0.108
H 9.446122 -30.413316 -8.481903 0.494 -0.138 -0.205 0.115
H 7.339103 -30.567139 -9.514935 -0.200 0.362 -0.149 0.145
H 5.883005 -30.116121 -7.701907 -0.291 0.501 -0.271 0.109
H 5.672167 -28.801893 -8.745302 -0.562 -0.087 0.087 0.036
H 7.136461 -28.161014 -10.292825 -0.018 0.452 -0.420 0.105
H 8.717536 -28.915093 -10.275211 1.179 0.352 -0.867 0.113
H 8.909826 -26.487248 -9.423117 -0.316 -1.175 0.724 0.162
H 6.491631 -26.646739 -8.367746 -0.335 0.277 -0.500 0.057
H 7.721410 -25.684675 -7.709098 -0.024 0.032 -0.030 0.148
H 9.894667 -26.958070 -7.124773 -0.182 -1.200 -0.900 0.148
H 10.426165 -28.182640 -8.376480 -0.042 0.258 0.093 0.129
S 4.689971 -29.553270 -2.995020 0.184 0.751 0.292 1.052
C 6.478997 -29.559827 -2.797855 1.159 0.572 -0.277 -0.494
C 7.007119 -30.855338 -2.879211 -1.248 -0.537 0.233 -0.149
C 8.315991 -31.143313 -2.631253 1.700 0.354 0.167 -0.083
C 9.206440 -30.109351 -2.347360 -0.439 -0.270 -0.092 -0.090
C 8.740954 -28.820269 -2.342066 -0.597 1.295 -0.774 -0.099
C 7.404229 -28.476843 -2.613464 -0.634 -2.980 0.243 -0.068
H 6.345051 -31.701066 -3.071591 -0.038 0.307 -0.015 0.105
H 8.747124 -32.134404 -2.673235 -0.474 -0.222 -0.064 0.111
H 10.253053 -30.275940 -2.171309 0.207 -0.250 0.072 0.105
H 9.460959 -28.019503 -2.269829 0.034 0.202 0.310 0.106
H 7.049563 -27.493117 -2.688455 -0.026 1.128 0.191 0.075
F 5.215579 -26.958984 -3.578668 -0.050 0.964 0.186 0.172
B 4.248513 -27.808005 -3.309371 -0.256 -1.515 -0.945 -0.990
F 2.982589 -27.503437 -3.563835 0.451 0.182 0.465 0.171
```
Forces are in eV/Å.

Calculated values
HOMO energy ... -0.3602 Eh
LUMO ... -2.16 eV
Energy relative to the best compared isomer or geometry (same formula, charge and spin) ... 0.690 eV
Largest force on an atom ... 3.057 eV/A
Charge ... +1
DFT total energy ... -80855.894 eV
Kohn-Sham gap ... 7.638 eV

---

> The highest energy relative to the best compared isomer or geometry (same formula, charge and spin) belongs to which entry?

C40H42AsCl5MnN4PS2